[1]
The following is a DFT calculation (the ωB97M-V functional and the def2-TZVPD basis) of C14H12FNO4S in the gas phase.

Results
- Energy: -1394.4693 a.u.
- Total charge: 0
- Kohn-Sham gap: 9.8 eV
- Energy relative to the best compared isomer or geometry (same formula, charge and spin): 0.00 kJ/mol

Positions of all 33 atoms, in Å:
1 O -2.6523 -0.8057 2.1132
2 C -1.4958 -0.9509 1.8310
3 O -0.5061 -0.3842 2.5364
4 C -0.9881 -1.8190 0.6855
5 N 0.4491 -1.9832 0.6685
6 S 1.5280 -1.1205 -0.2607
7 O 2.8050 -1.5639 0.2124
8 O 1.2008 -1.2797 -1.6425
9 C 1.3470 0.6115 0.1714
10 C 1.7615 1.0353 1.4193
11 C 1.6286 2.3693 1.7634
12 C 1.0886 3.2416 0.8316
13 F 0.9490 4.5375 1.1646
14 C 0.6944 2.8290 -0.4306
15 C 0.8319 1.4911 -0.7601
16 C -1.4870 -1.3120 -0.6508
17 C -1.8528 0.0125 -0.8377
18 C -2.2896 0.4456 -2.0789
19 C -2.3515 -0.4370 -3.1415
20 C -1.9841 -1.7597 -2.9589
21 C -1.5612 -2.1971 -1.7185
22 H -0.8748 0.1363 3.2692
23 H -1.4361 -2.8128 0.8532
24 H 0.8571 -2.1919 1.5654
25 H 2.1941 0.3222 2.1017
26 H 1.9395 2.7404 2.7271
27 H 0.2955 3.5463 -1.1299
28 H 0.5522 1.1128 -1.7300
29 H -1.8069 0.7135 -0.0165
30 H -2.5768 1.4782 -2.2121
31 H -2.6847 -0.0953 -4.1101
32 H -2.0277 -2.4523 -3.7855
33 H -1.2695 -3.2259 -1.5762

Cartesian forces, eV/Å:
0.0 -0.1 -0.2
-0.4 0.1 0.3
0.4 0.1 0.2
-0.2 0.0 -0.3
0.6 0.1 -0.3
0.1 0.0 0.1
0.0 0.1 0.3
-0.1 0.2 0.1
0.1 -0.7 -0.3
0.1 0.2 0.0
0.0 0.0 -0.1
0.0 -0.1 -0.1
0.0 -0.1 0.0
0.0 0.1 0.2
0.1 0.0 0.0
-0.4 0.0 0.0
-0.1 -0.2 0.1
0.0 0.1 0.0
0.0 0.1 0.0
0.0 -0.1 0.0
-0.1 0.1 0.1
-0.2 -0.1 -0.2
0.1 0.3 0.0
0.2 -0.1 0.1
0.1 0.0 0.2
0.0 0.0 0.1
0.0 0.1 -0.1
-0.1 0.0 -0.1
0.0 0.1 0.1
0.0 0.1 0.0
0.0 0.0 -0.1
0.0 -0.1 -0.1
0.1 -0.2 0.0

Let us look at the Mulliken charges, expressed in e, one per atom: number 1, O, carries -0.5720; number 2, C, carries 0.0166; number 3, O, carries -0.3694; number 4, C, carries 0.3878; number 5, N, carries -0.3374; number 6, S, carries 1.2278; number 7, O, carries -0.7250; number 8, O, carries -0.6255; number 9, C, carries -0.0062; number 10, C, carries -0.3336; number 11, C, carries -0.6848; number 12, C, carries 0.3395; number 13, F, carries -0.3318; number 14, C, carries -0.6960; number 15, C, carries -0.2584; number 16, C, carries -0.1901; number 17, C, carries 0.1550; number 18, C, carries -0.8279; number 19, C, carries -0.4213; number 20, C, carries -0.5557; number 21, C, carries -0.4328; number 22, H, carries 0.3646; number 23, H, carries 0.5342; number 24, H, carries 0.3437; number 25, H, carries 0.4682; number 26, H, carries 0.4642; number 27, H, carries 0.4752; number 28, H, carries 0.6390; number 29, H, carries 0.3633; number 30, H, carries 0.3911; number 31, H, carries 0.4093; number 32, H, carries 0.3886; number 33, H, carries 0.3998

[2]
The following is a DFT calculation (the ωB97M-V functional and the def2-TZVPD basis) of 2 unconnected molecules or ions with the total composition C5H11NO2.

Results
- Energy: -401.9931 a.u.
- Total charge: 0
- Kohn-Sham gap: 4.5 eV
- Energy relative to the best compared isomer or geometry (same formula, charge and spin): 1010.94 kJ/mol

Positions of all 19 atoms, in Å:
1 C 0.6676 -1.6831 0.3117
2 C 0.2546 -0.5098 1.1933
3 N -0.2605 0.6643 0.6581
4 C -1.0706 2.1896 -1.1077
5 C -0.9967 0.5182 -0.4279
6 C -0.6262 0.7100 -1.8620
7 O -1.3739 0.3966 -2.7707
8 O 2.3092 -1.8187 2.2894
9 H -0.1444 -2.3391 0.0297
10 H 1.1029 -1.2933 -0.6102
11 H 1.4577 -2.0307 1.0554
12 H 1.1411 -0.2168 1.7998
13 H -0.3745 -0.9220 2.0113
14 H 2.9129 -2.2699 2.8929
15 H -1.8898 2.4421 -0.4212
16 H -1.4145 2.7526 -1.9659
17 H -0.1760 2.6647 -0.7345
18 H -1.9705 0.0669 -0.3120
19 H 0.4517 0.6785 -2.0294

Cartesian forces, eV/Å:
-0.6 1.3 -0.7
0.2 -0.5 1.1
0.6 -0.5 -0.9
-0.8 2.4 1.6
-0.3 1.2 0.3
0.7 -1.6 -1.2
-0.7 -0.4 -0.6
0.0 0.3 0.2
0.0 -0.6 0.3
0.2 -0.1 0.0
0.2 -0.9 -0.1
0.1 -0.1 0.3
0.1 0.2 0.1
-0.1 0.0 -0.2
0.2 -0.3 0.2
0.0 -0.8 -0.8
0.3 -0.2 0.3
-0.3 -0.3 -0.3
0.4 0.7 0.3

Let us look at the Mulliken charges, expressed in e, one per atom: number 1, C, carries -0.8440; number 2, C, carries -0.4490; number 3, N, carries -0.2717; number 4, C, carries -1.2770; number 5, C, carries 0.0852; number 6, C, carries 0.2348; number 7, O, carries -0.6023; number 8, O, carries -0.7837; number 9, H, carries 0.3795; number 10, H, carries 0.2920; number 11, H, carries 0.3140; number 12, H, carries 0.3895; number 13, H, carries 0.3187; number 14, H, carries 0.1823; number 15, H, carries 0.3807; number 16, H, carries 0.3981; number 17, H, carries 0.3765; number 18, H, carries 0.4643; number 19, H, carries 0.4122

Number 1: LUMO level 0.01097 Ha. Number 2: LUMO level -0.13114 Ha.